C33H29BrN6O7PS2V | wB97M-V/def2-TZVPD

The lowest unoccupied orbital energy (spin up / spin down) is -6.553 / -6.551 eV. Its orbital gap (spin up / spin down) is 7.03 / 7.03 eV. As for the total charge: +2. The calculation puts the HOMO energy (spin up / spin down) at -13.5845 / -13.5783 eV. As for the largest force on an atom: 0.11794 Eh/bohr. As for the energy above the lowest of the compared OMol25 structures with the same formula, charge and spin: 291.3 kJ/mol.

```
80
Properties=species:S:1:pos:R:3:forces:R:3
V 1.358121 -1.474490 -1.378440 -1.91 -2.49 -0.18
O 2.281138 -4.447585 -0.121194 0.18 0.34 -0.07
C 2.381496 -3.308325 0.248241 0.12 -1.13 1.15
O 2.549020 -2.283822 -0.586043 4.94 -2.30 2.01
C 2.301589 -2.880782 1.675713 -0.05 0.24 -0.04
C 2.978459 -3.613568 2.640846 -0.06 -0.01 -0.05
C 2.882488 -3.244193 3.971909 0.00 -0.03 0.02
C 2.060755 -2.188750 4.341717 -0.01 0.05 0.06
C 1.361656 -1.473896 3.382732 0.08 0.02 -0.12
C 1.511697 -1.779119 2.030858 0.11 -0.03 -0.07
P 0.513307 -0.923643 0.754938 -0.47 0.38 1.55
C -1.147793 -1.327071 1.370394 0.05 -0.08 -0.23
C -2.028292 -0.516361 2.074456 0.06 -0.01 -0.05
C -3.194015 -1.060397 2.598748 -0.03 0.05 0.04
C -3.484985 -2.403371 2.425524 0.03 0.00 0.02
C -2.602271 -3.220396 1.728680 -0.03 -0.02 0.00
C -1.440802 -2.685554 1.202348 -0.02 0.16 -0.05
C 0.933431 0.927996 0.882962 -0.55 -0.22 -0.32
C 0.664773 1.746511 2.177046 0.44 -0.01 0.49
C 1.741960 2.738640 2.552460 -0.04 0.02 -0.10
C 2.931570 2.762545 1.967072 -0.04 0.14 0.16
C 3.261841 1.826590 0.904647 -0.02 -0.20 -0.12
C 2.352013 0.994909 0.402686 -0.07 0.09 -0.03
H 3.579231 -4.460031 2.336442 -0.02 -0.02 0.01
H 3.431142 -3.792746 4.725041 -0.01 -0.01 0.00
H 1.950304 -1.927523 5.385513 0.01 -0.01 0.01
H 0.682927 -0.692658 3.698451 -0.03 -0.10 0.06
H -1.825562 0.529705 2.248121 -0.01 -0.14 0.04
H -3.863005 -0.428114 3.167403 -0.02 0.00 -0.02
H -4.388918 -2.819981 2.848347 0.00 0.00 -0.01
H -2.816617 -4.274838 1.615652 0.01 0.00 -0.02
H -0.735634 -3.320279 0.673181 -0.04 -0.09 0.05
H 0.521110 1.085437 3.037751 -0.03 -0.02 -0.14
H 1.479564 3.423824 3.348838 0.05 0.01 0.01
H 3.684014 3.474315 2.276960 -0.02 0.01 0.04
H 4.274752 1.811938 0.524857 -0.02 -0.01 -0.06
H 2.638740 0.320951 -0.398599 0.14 0.07 -0.02
O -1.945921 2.309269 4.141644 -0.17 -0.01 -0.02
S -1.580594 3.310992 3.202029 0.23 -0.36 -0.17
O -0.854638 4.463420 3.586782 -0.05 0.17 -0.02
N -0.595334 2.457221 1.986077 -0.63 0.34 -0.17
C -1.138264 2.462624 0.796548 0.34 -0.13 -0.02
S -0.293307 1.636890 -0.413856 0.01 0.25 0.35
C -2.427062 3.120531 0.736625 -0.33 0.14 -0.11
C -3.269942 3.225973 -0.361185 0.15 -0.03 0.08
C -4.476667 3.894068 -0.188165 -0.10 -0.01 -0.10
C -4.851177 4.408305 1.045490 0.10 -0.06 -0.01
C -4.025948 4.264349 2.161945 -0.03 0.07 0.21
C -2.824594 3.628386 1.977318 0.42 -0.16 -0.02
H -3.009270 2.770189 -1.313347 -0.01 0.03 -0.02
H -5.141295 4.000751 -1.034745 -0.01 0.01 0.02
H -5.797815 4.919236 1.154012 -0.01 -0.01 -0.01
H -4.330348 4.633528 3.132065 0.02 0.04 -0.01
N -0.651054 -4.454389 -1.878489 0.20 0.08 -0.02
C 0.511123 -4.127929 -2.464226 -0.21 -0.25 -0.25
N 1.279150 -5.093236 -2.956077 0.05 0.08 0.01
O 0.846821 -2.909687 -2.600562 -0.06 -0.25 0.28
H -0.979858 -5.404538 -1.882235 -0.05 0.00 0.04
H -1.310045 -3.719316 -1.691133 -0.04 0.02 -0.01
H 1.085752 -6.064284 -2.780763 -0.05 -0.02 -0.01
H 2.214293 -4.858781 -3.242033 0.02 0.07 -0.03
Br 3.726042 1.959905 -7.451239 0.02 0.00 0.19
C 3.173718 1.841382 -5.654507 -0.02 -0.09 -0.12
C 3.737641 2.664636 -4.680932 -0.07 -0.05 -0.08
N 3.312162 2.666726 -3.425254 0.09 0.20 0.17
C 2.344241 1.835070 -3.076910 -0.04 -0.20 -0.18
C 1.776138 0.917616 -3.957764 -0.01 0.13 0.16
C 2.192394 0.941182 -5.286845 -0.05 -0.03 -0.07
C 0.705072 -0.028963 -3.542199 -0.21 0.55 -1.42
O -0.049132 -0.562963 -4.310369 0.07 0.10 0.33
O 0.624408 -0.262559 -2.213078 -2.10 4.79 -3.07
H 4.542367 3.348378 -4.922069 -0.02 -0.01 -0.08
H 1.989021 1.933217 -2.061656 0.00 -0.09 0.14
H 1.746903 0.271245 -6.010374 -0.01 0.00 0.01
N -2.610727 1.174612 -2.974166 -0.11 0.13 0.07
N -2.343758 -0.053503 -2.277794 -0.04 -0.18 -0.02
H -3.197144 1.020148 -3.789681 0.08 -0.03 -0.08
H -1.727883 1.529358 -3.322017 0.02 -0.01 0.00
H -1.917742 -0.732450 -2.904712 -0.07 0.00 -0.12
H -3.236914 -0.432499 -1.988394 -0.03 0.10 0.10
```
Positions in Å, forces in eV/Å.